Entry from the OMol25 dataset: a single C5H8 molecule (ωB97M-V/def2-TZVPD).

```
13
Properties=species:S:1:pos:R:3:forces:R:3:nbo_charge:R:1
C 1.527943 -0.522485 -0.143831 0.00 0.22 -0.02 -0.63
C 0.730504 0.548509 0.496027 0.13 0.37 -0.12 -0.41
C -0.650252 0.895652 -0.000901 -0.03 -0.14 0.01 -0.39
C -1.345957 -0.421039 -0.336108 0.53 -1.44 1.24 -0.61
C 0.791765 -0.809792 1.110144 0.23 -0.25 0.53 0.20
H 1.241250 -1.026728 -1.037966 -0.38 -0.33 -0.51 0.25
H 2.596093 -0.502986 -0.060363 0.50 0.10 0.27 0.26
H 1.276380 1.325509 1.010860 0.12 0.10 0.11 0.24
H -0.618271 1.586233 -0.849382 -0.02 -0.10 0.02 0.21
H -1.200879 1.396490 0.799837 0.07 -0.04 0.00 0.21
H -2.412318 -0.345622 -0.269027 -0.65 0.08 -0.19 0.22
H -1.065281 -0.850627 -1.299751 -0.02 0.13 0.06 0.21
H -1.055126 -1.219020 0.484252 -0.48 1.29 -1.39 0.23
```
Forces are in eV/Å.

The HOMO-LUMO gap comes out at 8.63 eV. As for the multiplicity: 1. The value obtained for the energy relative to the best compared isomer or geometry (same formula, charge and spin) is 412.8 kJ/mol.

***

Entry from the OMol25 dataset: a single C5H8 molecule (ωB97M-V/def2-TZVPD).

```
13
Properties=species:S:1:pos:R:3:forces:R:3:nbo_charge:R:1
C 1.444468 1.255791 0.802272 0.73 -0.70 0.27 -0.38
C 0.274490 1.120367 0.199469 -0.27 0.17 0.19 -0.21
C -0.368995 -0.202666 -0.040284 0.03 0.27 0.16 -0.02
C -1.099107 -0.757833 0.917453 -0.16 -0.46 0.79 -0.39
C -0.271676 -0.801456 -1.415051 -0.16 -0.83 -0.06 -0.65
H 1.976039 0.357284 1.112608 -0.18 -0.12 -0.11 0.19
H 2.035942 2.127932 1.054206 -0.66 0.47 -0.29 0.20
H -0.354106 1.956343 -0.097072 0.35 0.25 -0.13 0.21
H -1.626463 -1.704911 0.856052 0.16 -0.06 -0.61 0.19
H -1.214547 -0.348105 1.916534 0.25 0.44 -0.21 0.20
H -1.160488 -0.554187 -1.995606 0.04 0.08 -0.15 0.22
H -0.246343 -1.890669 -1.308351 -0.19 0.06 -0.09 0.22
H 0.610786 -0.557890 -2.002229 0.07 0.42 0.23 0.22
```
Forces are in eV/Å.

The HOMO-LUMO gap comes out at 10.66 eV. As for the multiplicity: 1. As for the SMILES: C=CC(=C)C. The value obtained for the energy relative to the best compared isomer or geometry (same formula, charge and spin) is 98.7 kJ/mol.

***

Entry from the OMol25 dataset: a single C5H8 molecule (ωB97M-V/def2-TZVPD).

```
13
Properties=species:S:1:pos:R:3:forces:R:3:nbo_charge:R:1
C -2.295750 -0.558246 0.107343 0.51 1.10 -0.16 -0.58
C -1.064671 -0.240382 -0.136094 0.85 -0.44 -0.85 0.14
C 0.190181 0.056512 -0.069879 0.17 -0.01 -0.10 -0.15
C 1.101958 -1.126374 0.058603 0.36 -0.15 0.19 -0.60
C 0.713054 1.455469 -0.093431 0.17 0.17 -0.24 -0.61
H -2.321049 0.300037 0.839076 -2.23 -1.53 0.44 0.28
H -2.880466 -1.056071 -0.673759 -0.60 0.86 0.68 0.24
H 0.583978 -2.037917 -0.260372 0.23 0.19 0.17 0.22
H 1.957415 -0.972862 -0.606045 0.06 -0.14 0.14 0.21
H 1.449884 -1.256827 1.083669 0.25 -0.05 0.03 0.21
H 1.337460 1.620100 0.796462 -0.07 -0.04 -0.21 0.22
H -0.098451 2.190557 -0.067647 0.17 -0.16 -0.10 0.22
H 1.326457 1.626004 -0.977926 0.14 0.20 -0.01 0.21
```
Forces are in eV/Å.

The HOMO-LUMO gap comes out at 9.18 eV. As for the multiplicity: 1. As for the SMILES: C=C=C(C)C. The value obtained for the energy relative to the best compared isomer or geometry (same formula, charge and spin) is 250.9 kJ/mol.

***

Entry from the OMol25 dataset: a single C5H8 molecule (ωB97M-V/def2-TZVPD).

```
13
Properties=species:S:1:pos:R:3:forces:R:3:nbo_charge:R:1
C -0.318082 0.111903 1.318337 0.18 -0.03 0.11 -0.56
C -0.193780 -1.013628 0.274931 0.07 -0.23 -0.05 -0.40
C -0.280404 -0.234729 -1.042381 0.01 -0.07 0.01 -0.41
C 0.686387 0.907548 -0.636089 0.11 0.04 0.00 -0.58
C 0.980364 0.698277 0.842222 -0.45 0.45 -0.14 0.20
H -1.185391 0.761261 1.114061 0.14 -0.23 -0.06 0.21
H -0.357140 -0.227704 2.357261 0.22 0.14 -0.17 0.22
H -0.780425 -1.916494 0.445116 -0.22 0.20 -0.05 0.23
H -1.298286 0.097632 -1.283357 0.18 -0.09 0.16 0.20
H 0.089346 -0.808198 -1.896587 0.00 0.14 0.10 0.21
H 1.576457 0.945854 -1.273082 -0.10 0.08 0.25 0.22
H 0.235378 1.913844 -0.651877 0.06 -0.02 -0.10 0.25
H 0.869992 -1.322188 0.339072 -0.19 -0.38 -0.05 0.21
```
Forces are in eV/Å.

The HOMO-LUMO gap comes out at 8.63 eV. As for the multiplicity: 1. The value obtained for the energy relative to the best compared isomer or geometry (same formula, charge and spin) is 331.7 kJ/mol.

***

Entry from the OMol25 dataset: a molecular structure, C5H8Ag4BBr4F4O3 (ωB97M-V/def2-TZVPD).

```
29
Properties=species:S:1:pos:R:3:forces:R:3:nbo_charge:R:1
Ag -0.289460 5.040466 1.325305 -0.39 -0.37 0.46 0.98
Ag 4.472674 0.834783 4.206199 -0.26 -0.01 -0.62 0.56
Ag -0.417980 -0.283502 4.921324 0.00 0.22 -0.27 0.84
Ag 4.937647 3.601296 -2.014638 -0.54 -0.40 0.27 0.85
C 2.025133 1.432817 0.488442 2.33 1.17 2.34 0.89
O 1.733837 2.226010 -0.379456 -1.19 2.70 -4.64 -0.74
O 1.349106 1.347206 1.504212 -3.03 -1.36 3.25 -0.72
O 3.208319 1.011804 0.576996 2.42 -1.72 -0.24 -0.68
B -2.734821 5.309704 4.703973 -0.71 0.62 -0.06 1.33
F -1.619596 6.018904 5.071501 1.48 0.40 1.34 -0.58
F -2.380304 4.000252 4.423988 0.54 -1.56 -0.31 -0.59
F -3.780434 5.325604 5.620700 0.25 0.11 0.01 -0.56
F -3.078849 5.936868 3.506989 -0.89 0.13 -1.59 -0.59
Br -0.833920 1.287212 -6.761472 -0.04 -0.64 1.30 -0.04
C -1.132305 0.314872 -5.006590 1.29 -0.20 -0.03 -0.42
C -1.872581 -0.994918 -5.247981 0.14 0.92 -0.95 -0.45
Br -0.656751 -2.414291 -5.915327 -0.46 0.59 0.41 -0.02
H -1.533614 1.054376 -4.313632 -0.71 -0.26 -0.35 0.23
H -0.174069 0.044215 -4.563143 0.34 0.40 -0.44 0.22
H -2.494204 -0.737958 -6.105688 -0.60 -0.84 0.35 0.24
H -2.392851 -1.370434 -4.366838 0.04 0.03 -0.26 0.24
Br -0.074862 -5.700556 -0.868351 0.50 0.16 0.25 -0.01
C 1.327083 -5.146459 0.418704 -1.24 0.28 0.32 -0.43
C 0.569464 -4.548238 1.632495 1.26 -0.38 -0.74 -0.43
Br 1.940668 -4.224316 2.982219 0.17 0.00 0.53 -0.05
H 1.987176 -4.449894 -0.098186 -0.12 -0.13 0.20 0.23
H 1.839262 -6.051745 0.744637 0.00 0.16 -0.25 0.23
H -0.098855 -5.324359 2.005409 -0.16 0.56 0.14 0.24
H 0.175088 -3.539715 1.508206 -0.44 -0.57 -0.43 0.23
```
Forces are in eV/Å.

The HOMO-LUMO gap comes out at 2.85 eV. As for the multiplicity: 1. The total charge is +1. The value obtained for the energy relative to the best compared isomer or geometry (same formula, charge and spin) is 619.7 kJ/mol.

***

Entry from the OMol25 dataset: a molecular structure, C5H8AlCl2MgNO6PS (ωB97M-V/def2-TZVPD).

```
26
Properties=species:S:1:pos:R:3:forces:R:3:nbo_charge:R:1
C -0.836546 1.223015 1.895675 -0.94 -0.11 0.10 -1.02
P -1.054782 0.940520 0.080749 0.52 -0.05 1.62 1.37
O -0.697494 2.522837 -0.636814 -0.79 2.09 0.31 -1.02
C 0.176400 -0.259320 -0.661801 -1.56 -0.52 -1.94 -0.14
C -0.717889 -1.456025 -1.174225 0.14 -0.99 -0.01 -0.69
S -2.152796 -1.811564 -0.157737 -1.74 -1.15 0.65 1.97
O -1.869934 -1.718817 1.258401 1.03 0.53 -0.43 -0.93
O -3.312452 -1.074810 -0.606543 0.66 0.22 -0.48 -0.91
O 0.414786 0.405507 -1.889299 1.06 0.60 1.53 -0.87
Al 2.100505 1.106279 -1.505593 0.72 -0.26 -1.80 1.64
Cl 3.243949 2.069996 -3.114685 -0.71 -0.64 0.87 -0.54
O 2.519892 -0.609210 -0.937100 -2.12 1.55 0.57 -0.85
C 1.514111 -0.740137 0.036087 4.64 -0.98 -2.22 0.48
Cl 2.300544 0.177098 1.413179 -1.28 -0.07 0.64 -0.01
O 1.599353 -2.180993 0.326740 -0.76 1.97 1.56 -0.48
C 1.944337 -2.394232 1.590009 -1.58 0.35 -5.03 0.49
N 2.039454 -2.960936 2.548229 0.89 -1.80 4.42 -0.33
H -0.117505 0.546563 2.383710 -0.04 0.43 -0.43 0.31
H -1.820356 0.981818 2.357383 0.43 0.14 -0.35 0.29
H -0.661664 2.297050 2.092932 0.26 -0.48 -0.09 0.23
H -1.592268 2.875544 -0.736778 -0.75 -2.15 -0.77 0.43
H -1.087291 -1.226851 -2.191257 0.05 0.27 0.69 0.30
H -0.159211 -2.405949 -1.302499 -0.03 0.55 0.47 0.30
H -2.455940 -3.139378 -0.382986 0.53 0.52 -0.21 0.04
H 1.759565 2.205575 -0.389261 -0.04 0.05 0.07 -0.43
Mg -1.076773 4.626419 -0.296517 1.42 -0.06 0.25 1.35
```
Forces are in eV/Å.

The HOMO-LUMO gap comes out at 3.65 eV. As for the multiplicity: 1. The total charge is +1. The value obtained for the energy relative to the best compared isomer or geometry (same formula, charge and spin) is 194.4 kJ/mol.

***

Entry from the OMol25 dataset: 2 unconnected molecules or ions with the total composition C5H8B2F2N2O6P (ωB97M-V/def2-TZVPD).

```
26
Properties=species:S:1:pos:R:3:forces:R:3:nbo_charge:R:1
C 1.508589 -2.091669 1.853833 1.57 -0.20 0.88 -0.44
N 0.848061 -3.037097 0.828064 -2.39 3.19 -0.09 -0.70
C 1.334844 -2.519807 -0.504971 1.68 0.21 -1.75 -0.44
B -0.661673 -3.025555 0.962202 2.47 1.60 2.67 0.74
O -1.227552 -2.594870 2.289738 -0.31 -3.44 -2.68 -0.89
P -1.942687 -3.549670 -0.360279 -1.52 -0.69 -0.11 0.53
O -3.041556 -2.173217 -0.485363 3.87 3.58 0.16 -0.70
C -2.294801 -0.898173 -0.422034 3.49 5.95 0.15 0.48
N -1.622629 0.232381 -0.370269 -6.11 -10.36 -0.45 -0.33
H 1.252782 -0.967406 1.651800 0.22 -2.16 0.44 0.23
H 1.284513 -2.388982 2.962984 0.17 0.56 -2.29 0.22
H 2.684774 -2.193129 1.706669 -2.47 0.16 0.32 0.20
H 1.878379 -1.462838 -0.392391 -1.38 -2.28 -0.15 0.22
H 0.509266 -2.368194 -1.318840 1.49 -0.45 1.67 0.21
H 2.176375 -3.241527 -0.947694 -1.86 1.44 0.90 0.19
H -1.894005 -3.342921 2.492915 1.16 2.06 -0.25 0.49
H -1.318675 -3.741782 -1.645436 -0.10 0.87 0.59 -0.01
B 0.131446 4.612653 -2.078010 0.12 0.51 -2.63 1.26
O -0.892057 5.089745 -1.141780 0.27 -0.43 1.03 -0.66
C -0.595176 4.581573 0.061965 -3.88 2.49 0.68 0.66
O -1.250455 4.784772 1.071257 0.85 -0.31 -1.04 -0.57
C 0.593212 3.777801 -0.028997 3.77 -2.69 0.05 0.66
O 1.127048 3.176652 0.889116 -0.67 0.71 -0.90 -0.57
O 1.045865 3.779013 -1.290211 -0.37 0.00 1.10 -0.66
F 0.849973 5.739985 -2.651482 -0.83 -1.31 0.56 -0.56
F -0.483861 3.822263 -3.132787 0.76 0.99 1.14 -0.56
```
Forces are in eV/Å.

The HOMO-LUMO gap comes out at 7.80 eV. As for the multiplicity: 1. The total charge is -1.